No. 1
{"formula": "C20H18ClN7O2", "method": "ωB97M-V/def2-TZVPD", "smiles": "CCn1c(NC(=O)c2ccc3nc4n(c3c2)CCCNC4=O)nc2ccc(Cl)nc21", "e_homo_ev": -8.522, "symbols": ["O", "O", "Cl", "N", "N", "N", "C", "C", "C", "C", "C", "C", "C", "C", "C", "C", "C", "C", "C", "C", "C", "N", "N", "N", "N", "C", "C", "C", "C", "C", "H", "H", "H", "H", "H", "H", "H", "H", "H", "H", "H", "H", "H", "H", "H", "H", "H", "H"], "xyz": [[-0.9687, -0.0700, -1.1240], [5.0016, -3.7249, 4.1119], [-6.0042, 6.3219, -3.3725], [-1.4556, 4.0056, -0.6851], [3.9700, -1.5241, 2.4406], [-4.3952, 4.3348, -2.6678], [-0.2670, 0.7551, -0.5678], [4.2299, -3.8858, 3.1484], [-1.6384, 2.7742, -1.0321], [3.5469, -2.7828, 2.4488], [-4.5972, 5.6698, -2.6417], [-3.3205, 3.8626, -2.0115], [-3.7785, 6.5475, -1.9916], [-2.7212, 6.0619, -1.2494], [3.0090, 0.5665, 1.4085], [1.8925, 1.0649, 0.6752], [0.9241, -1.1528, 0.6041], [-2.5023, 4.7032, -1.3240], [3.0264, -0.7958, 1.7578], [0.8339, 0.2186, 0.2552], [2.0339, -1.6413, 1.2984], [-0.5824, 2.0778, -0.4881], [-2.7904, 2.5978, -1.7997], [4.1101, -5.1971, 2.6585], [2.3808, -2.9160, 1.6678], [-4.2087, 0.5589, -1.5485], [-3.3074, 1.4141, -2.4977], [3.8602, -5.4035, 1.2532], [1.6227, -4.1972, 1.5782], [2.3741, -5.3466, 0.8431], [-3.9996, 7.6326, -2.0253], [-2.0195, 6.6791, -0.6114], [3.8068, 1.1849, 1.7823], [1.9024, 2.1028, 0.4258], [0.1852, -1.8243, 0.2187], [0.0459, 2.6720, 0.0304], [4.7292, -5.8520, 3.1224], [-3.6614, 0.3085, -0.6281], [-4.5468, -0.3236, -2.1034], [-5.1046, 1.1780, -1.2858], [-3.9058, 1.6537, -3.3829], [-2.4612, 0.7942, -2.8739], [4.3671, -4.6661, 0.6639], [4.2040, -6.4151, 0.9674], [0.7068, -3.9740, 1.0469], [1.3580, -4.5630, 2.5837], [2.2474, -5.2330, -0.2467], [1.8676, -6.2519, 1.1682]], "forces_ev_per_a": [[-0.536, 0.323, -0.879], [-1.993, 0.497, -1.657], [-0.441, -0.186, -0.467], [-1.761, 2.142, -0.999], [0.227, -0.989, 0.889], [-0.308, -0.260, -0.222], [-1.277, -1.664, 0.739], [3.008, -1.963, 1.985], [-0.193, 1.864, 0.185], [-0.970, 2.214, -1.513], [0.472, -2.517, 0.084], [-0.846, 1.284, -0.310], [0.572, 2.138, 0.893], [0.945, 0.587, 0.463], [-1.602, 0.004, -0.330], [1.506, -1.388, 1.131], [-0.169, 0.833, -0.950], [2.369, 0.829, 2.200], [0.679, 0.284, -0.318], [2.373, -0.242, 1.282], [-1.443, 0.082, -0.723], [0.716, -2.827, -0.409], [0.031, -1.538, -1.170], [-0.677, 1.248, 0.040], [0.633, -1.641, 1.366], [-0.059, 1.222, -0.402], [0.148, -1.852, 0.492], [-0.958, -1.155, -0.827], [0.318, 0.210, -0.165], [-0.268, 0.985, 0.626], [0.118, -0.892, 0.063], [-1.064, -0.615, -1.010], [0.071, 0.319, -0.181], [0.011, 0.540, -0.158], [-0.454, -0.195, -0.081], [-0.351, 0.248, -0.099], [-0.118, 0.382, 0.001], [-0.223, -0.162, -0.416], [0.120, 0.041, 0.367], [0.665, -0.584, -0.116], [0.230, 0.736, 0.331], [-0.502, 0.547, 0.514], [0.637, 0.329, -0.408], [0.199, 0.626, 0.160], [-0.244, 0.019, 0.001], [0.163, 0.464, -0.257], [0.309, -0.126, 0.400], [-0.063, -0.200, -0.144]]}


No. 2
{"formula": "C20H18FN3O4S3", "method": "ωB97M-V/def2-TZVPD", "smiles": "CS(=O)(=O)Nc1cccc(C2=NN(S(=O)(=O)c3ccc(F)cc3)[C@@H](c3cccs3)C2)c1", "e_homo_ev": -8.469, "symbols": ["C", "H", "H", "H", "S", "O", "O", "N", "C", "C", "C", "C", "C", "C", "H", "H", "H", "C", "N", "N", "S", "O", "O", "C", "C", "C", "C", "C", "C", "H", "H", "F", "H", "H", "C", "C", "C", "C", "C", "S", "H", "H", "H", "H", "C", "H", "H", "H", "H"], "xyz": [[-4.5296, -1.4115, -4.5483], [-5.4154, -1.8784, -4.9584], [-4.4594, -0.3805, -4.8673], [-4.5190, -1.4963, -3.4695], [-3.0961, -2.2983, -5.2063], [-3.2280, -3.6845, -4.8914], [-2.8842, -1.9083, -6.5649], [-1.8122, -1.6352, -4.3721], [-1.6568, -1.6352, -2.9923], [-0.8509, -0.6792, -2.3824], [-0.6822, -0.6746, -0.9987], [-1.3433, -1.6341, -0.2266], [-2.1378, -2.5825, -0.8382], [-2.3003, -2.5949, -2.2139], [-2.8941, -3.3529, -2.6969], [-2.6382, -3.3304, -0.2419], [-1.2088, -1.6144, 0.8422], [0.1673, 0.3040, -0.3559], [0.3377, 0.3393, 0.9143], [1.1371, 1.3674, 1.2741], [2.0571, 1.0531, 2.6667], [2.7958, 2.2471, 2.9356], [2.7599, -0.1880, 2.5551], [0.7062, 0.8754, 3.8196], [0.1144, -0.3642, 3.9656], [-0.9698, -0.5012, 4.8147], [-1.4237, 0.6193, 5.4923], [-0.8324, 1.8647, 5.3525], [0.2485, 1.9888, 4.4967], [0.7520, 2.9310, 4.3515], [-1.2186, 2.7069, 5.9043], [-2.4781, 0.4934, 6.3173], [-1.4617, -1.4500, 4.9585], [0.5159, -1.1992, 3.4157], [1.7089, 2.0511, 0.0864], [3.1817, 1.8458, 0.0226], [3.8543, 0.6657, -0.0875], [5.2551, 0.8335, -0.0738], [5.6233, 2.1346, 0.0413], [4.2683, 3.1825, 0.1472], [6.6118, 2.5475, 0.0731], [5.9521, 0.0183, -0.1441], [3.3691, -0.2919, -0.1544], [1.4881, 3.1181, 0.1857], [0.9406, 1.3910, -1.0767], [1.6167, 0.9749, -1.8248], [0.2629, 2.0946, -1.5613], [-0.3498, 0.0544, -2.9962], [-1.3341, -0.9165, -4.8891]], "forces_ev_per_a": [[0.702, -0.464, -0.319], [-0.110, -0.140, -0.092], [0.060, 0.173, -0.044], [-0.010, -0.018, 0.204], [-0.207, 0.607, 0.056], [-0.031, 0.001, 0.310], [0.037, 0.258, -0.033], [-0.338, -0.207, -0.817], [-0.210, -0.338, 0.767], [0.034, -0.001, 0.149], [-0.525, -0.651, -0.244], [0.071, 0.083, -0.083], [0.031, 0.118, 0.032], [0.112, 0.072, 0.014], [-0.039, -0.112, 0.070], [-0.041, -0.070, 0.054], [-0.021, -0.043, 0.126], [0.650, 0.843, 0.494], [-0.623, -1.051, -0.485], [0.274, 0.572, 0.461], [-0.497, -0.087, 0.052], [-0.265, 0.255, 0.024], [-0.306, -0.206, 0.136], [0.557, -0.006, -0.421], [-0.010, -0.081, 0.097], [-0.064, 0.121, 0.100], [0.136, 0.026, -0.129], [-0.082, -0.139, 0.033], [0.012, 0.043, 0.036], [-0.005, 0.163, 0.037], [-0.034, 0.064, 0.057], [0.083, 0.007, -0.060], [-0.045, -0.081, 0.024], [-0.027, -0.161, -0.025], [0.336, 0.281, 0.121], [0.529, 0.380, -0.316], [-0.200, 0.256, -0.137], [0.152, 0.020, -0.008], [-0.194, 0.353, 0.026], [0.030, -0.585, -0.116], [0.229, 0.033, 0.007], [0.157, -0.111, -0.001], [-0.124, -0.177, 0.022], [0.004, -0.156, -0.138], [-0.228, -0.099, 0.304], [-0.017, 0.070, -0.012], [0.015, 0.002, -0.060], [0.076, 0.136, -0.068], [-0.032, 0.049, -0.202]]}


No. 3
{"formula": "C20H18N2O5", "method": "ωB97M-V/def2-TZVPD", "smiles": "CC(/C=C/c1ccc2c(c1)OCO2)=N/NC(=O)[C@H]1COc2ccccc2O1", "e_homo_ev": -8.345, "symbols": ["C", "C", "N", "N", "C", "O", "C", "C", "H", "O", "C", "C", "C", "C", "C", "C", "O", "H", "H", "H", "H", "H", "H", "H", "C", "C", "C", "C", "C", "C", "C", "C", "H", "O", "C", "O", "H", "H", "H", "H", "H", "H", "H", "H", "H"], "xyz": [[-3.9186, -1.7001, 0.8719], [-2.9699, -0.5456, 0.4527], [-3.4705, 0.6138, 0.5638], [-2.5492, 1.6605, 0.2034], [-2.7974, 3.0184, 0.3850], [-3.8076, 3.1771, 1.1393], [-1.7108, 3.8918, 0.2136], [-1.3487, 4.6149, 1.2035], [-0.7003, 5.4280, 0.9175], [-0.5601, 3.7674, 2.1024], [0.1767, 2.7984, 1.3610], [1.2915, 2.1742, 1.8960], [2.3689, 1.6912, 1.2147], [2.0879, 1.4321, -0.0325], [1.1435, 2.1501, -0.8613], [0.2817, 2.7882, 0.0793], [-0.7135, 3.5453, -0.6633], [1.1171, 2.0474, -1.7390], [2.7422, 0.9429, -0.6658], [3.0255, 0.9453, 1.9378], [1.3927, 2.3550, 2.9994], [-2.1380, 4.7794, 2.0765], [-2.5044, 4.5789, -0.4921], [-1.6556, 1.3338, -0.1479], [-1.7360, -1.1149, -0.2539], [-1.2579, -2.2823, -0.2624], [0.2815, -2.6523, -0.6573], [0.1569, -4.1375, -1.1236], [1.6360, -4.6437, -1.4152], [2.6356, -3.6754, -1.3782], [2.3505, -2.4332, -1.0664], [1.2649, -1.8787, -0.7460], [1.1146, -0.8868, -0.2396], [3.7790, -1.6888, -1.0896], [4.6630, -2.6923, -1.5436], [3.7365, -4.0128, -1.7477], [5.3348, -2.8040, -0.9448], [5.0678, -2.4147, -2.2174], [1.6463, -5.6346, -1.8283], [-0.5691, -4.9284, -1.0692], [-1.8883, -3.0587, -0.0428], [-0.7774, -0.4961, 0.0944], [-3.4086, -2.4506, 1.5394], [-4.6441, -1.1947, 1.1757], [-4.1691, -2.4077, -0.1995]], "forces_ev_per_a": [[6.902, -5.171, -5.714], [-0.625, -3.984, -1.718], [2.130, 2.095, 0.032], [0.074, -0.899, -1.426], [-4.805, -7.124, 6.108], [2.004, 2.023, -2.648], [-6.316, -0.153, -12.167], [2.066, 5.125, 12.106], [-0.134, 0.689, 0.133], [1.702, -2.583, -0.972], [1.753, 1.376, 5.005], [-0.199, 2.225, 4.898], [0.274, -3.772, 6.165], [-0.200, 1.458, -7.523], [1.135, -0.123, 18.432], [-2.426, 1.559, -10.306], [1.399, -1.231, 0.652], [-0.922, -1.010, -12.482], [1.687, -1.617, -0.746], [-0.959, 2.349, -2.381], [-0.103, -0.478, -0.908], [0.894, 0.841, -2.863], [2.166, -0.490, 1.264], [-0.262, 0.202, -0.259], [1.649, 7.939, 3.979], [4.405, -2.840, -1.332], [-13.319, -9.448, -0.336], [8.712, 2.741, 0.734], [-7.038, 1.967, 0.639], [-6.874, -2.867, 0.448], [9.352, 2.493, -0.817], [-0.446, 7.793, 3.021], [0.689, -0.670, -1.055], [-3.036, -1.933, -0.173], [-16.938, -4.448, 8.744], [10.774, 0.732, -2.062], [7.039, -2.635, 8.027], [7.839, 5.332, -16.830], [0.931, -0.253, 0.085], [-0.738, 0.615, 0.125], [-1.143, -2.548, 0.036], [-1.722, 0.195, -1.842], [-0.799, 1.097, -0.313], [-7.005, 3.154, 3.075], [0.431, 2.275, 3.166]]}


No. 4
{"formula": "C20H18N3PtSbSe4Si", "method": "ωB97M-V/def2-TZVPD", "spin_multiplicity": 5, "s2": 6.0263, "total_charge": 2, "e_homo_ev": [-11.918, -14.211], "symbols": ["Pt", "C", "C", "C", "C", "C", "C", "Si", "C", "C", "C", "C", "C", "C", "H", "H", "H", "H", "H", "H", "H", "H", "H", "H", "H", "Se", "Sb", "Se", "Se", "Se", "N", "C", "N", "C", "C", "C", "C", "C", "C", "H", "H", "H", "H", "H", "H", "N", "C", "H"], "xyz": [[-1.1500, 0.7414, 0.8469], [1.5091, -2.6321, 1.1052], [1.2920, -1.9095, 2.2508], [1.0995, -0.5708, 2.1656], [1.2615, 0.1240, 0.9190], [1.5443, -0.6647, -0.2530], [1.7266, -2.0085, -0.1239], [1.6073, 1.9233, 0.8566], [2.2640, 2.3483, -0.8154], [3.6136, 2.4500, -0.8822], [4.2979, 2.8536, -2.0709], [3.5551, 3.0248, -3.1965], [2.1620, 2.8718, -3.1712], [1.5247, 2.4198, -2.0121], [1.4791, -3.7112, 1.1686], [1.2670, -2.4221, 3.2472], [0.6766, 0.0210, 3.0002], [1.4451, -0.1769, -1.2144], [1.9537, -2.5734, -1.0309], [2.6790, 2.1724, 1.9105], [4.2254, 2.3404, 0.0330], [5.3770, 2.9555, -2.0754], [4.0507, 3.2081, -4.1380], [1.6273, 3.1894, -4.0111], [0.4874, 2.0830, -2.0436], [-1.2989, 4.2209, -2.4931], [-0.1947, 4.7697, -0.3777], [2.0468, 5.6887, -0.2380], [-1.3524, 6.4646, 0.9705], [-0.3516, 2.9445, 1.5459], [-2.7961, -2.2941, -1.5167], [-2.0782, -1.1451, -1.3605], [-1.6248, -1.0249, -0.0911], [-1.9771, -2.2456, 0.6009], [-1.8773, -2.6430, 1.9698], [-2.4704, -3.8771, 2.2781], [-3.1058, -4.6519, 1.3163], [-3.3594, -4.2064, 0.0584], [-2.7409, -3.0054, -0.3193], [-3.1595, -2.6578, -2.4340], [-1.9406, -0.3515, -2.1157], [-1.1968, -2.0654, 2.6162], [-2.4986, -4.2173, 3.3710], [-3.3195, -5.7129, 1.6270], [-4.0253, -4.7930, -0.5465], [-4.1645, 0.9167, 1.4863], [-3.0482, 0.9462, 1.2066], [-5.0423, 0.8825, 1.9808]], "forces_ev_per_a": [[0.397, -0.500, -0.361], [0.656, -0.549, -0.602], [-0.036, -1.183, 1.830], [-0.613, 2.353, -0.384], [-1.616, -1.615, -0.329], [-0.707, 1.198, 1.175], [-0.290, -0.785, -0.782], [1.168, 0.768, 0.956], [-1.331, -0.860, -0.205], [2.860, 1.443, 0.095], [-0.383, -1.163, 1.497], [-0.374, 0.126, -0.626], [0.530, -0.480, 1.547], [0.251, 0.631, -0.521], [0.347, -0.078, -0.077], [-0.299, 0.475, -1.119], [0.891, -0.436, -0.148], [0.685, -0.097, -0.098], [-0.197, -0.111, 0.424], [-0.650, 0.094, -0.639], [-0.391, 0.084, -0.534], [-0.117, -0.049, 0.024], [-0.065, 0.437, -0.079], [-0.921, -0.209, -1.345], [-0.023, 0.436, 0.044], [-0.860, 0.031, -1.528], [0.182, -0.220, -0.222], [1.288, 0.790, -0.016], [-0.549, 0.773, 0.367], [-0.134, -1.261, 1.483], [0.555, 0.355, -1.020], [-0.207, -0.016, 1.419], [-0.644, -1.806, -0.523], [-0.934, 0.549, -0.700], [0.291, -0.158, -1.279], [0.905, 1.125, 2.147], [-0.091, -1.813, 1.274], [0.327, 0.276, -0.663], [-0.136, 0.079, 0.599], [0.551, 0.630, 1.499], [-0.213, -0.802, 0.449], [-0.975, -0.391, 0.004], [0.408, 0.365, -1.831], [-0.439, 1.380, -0.482], [0.156, -0.038, -0.643], [0.145, 0.065, 0.242], [0.582, 0.116, -0.064], [0.022, 0.042, -0.257]]}


No. 5
{"formula": "C20H18N8O2Pd", "method": "ωB97M-V/def2-TZVPD", "e_homo_ev": [-6.025, -6.025], "symbols": ["Pd", "C", "C", "N", "C", "C", "N", "C", "C", "C", "C", "C", "N", "C", "C", "N", "C", "C", "N", "C", "C", "C", "N", "C", "C", "H", "H", "H", "H", "H", "H", "H", "H", "H", "H", "H", "H", "C", "O", "C", "O", "N", "N", "H", "H", "H", "H", "H", "H"], "xyz": [[-0.0026, -0.0719, 0.0600], [-3.2193, -3.4428, -0.3050], [-2.1002, -2.7724, 0.1544], [-2.0149, -1.4412, 0.1303], [-3.0787, -0.7913, -0.3554], [-4.1878, -1.4813, -0.8372], [-4.2711, -2.8047, -0.8170], [-3.0165, 0.6902, -0.3345], [-4.1302, 1.4857, -0.1197], [-3.9879, 2.8664, -0.0159], [-2.6953, 3.3738, -0.1090], [-1.6290, 2.5147, -0.3181], [-1.7881, 1.1944, -0.4670], [-0.2212, 2.9744, -0.3290], [0.1676, 4.1723, -0.9165], [1.4298, 4.5796, -0.9431], [2.3125, 3.7618, -0.3697], [1.9425, 2.5632, 0.2133], [0.6723, 2.1545, 0.2434], [-5.1613, 3.7579, 0.2461], [-5.0224, 5.1333, 0.3968], [-6.1386, 5.9140, 0.6515], [-7.3751, 5.4336, 0.7702], [-7.5072, 4.1168, 0.6204], [-6.4528, 3.2555, 0.3643], [-3.2637, -4.5242, -0.2572], [-1.2451, -3.3085, 0.5478], [-5.0222, -0.9417, -1.2714], [-5.0950, 1.0133, -0.0064], [-2.4947, 4.4287, 0.0105], [-0.5668, 4.8067, -1.4011], [3.3519, 4.0667, -0.3723], [2.6764, 1.9044, 0.6551], [-4.0619, 5.6224, 0.3209], [-6.0266, 6.9856, 0.7735], [-8.5112, 3.7186, 0.7161], [-6.6667, 2.2017, 0.2597], [5.1783, -2.2987, 0.6118], [4.4354, -1.1769, 0.1390], [3.1165, -1.3040, -0.1332], [2.5134, -0.3602, -0.5894], [2.5618, -2.5242, 0.1205], [1.1713, -2.7030, 0.0124], [6.2118, -1.9721, 0.6605], [5.0973, -3.1414, -0.0755], [4.8583, -2.5912, 1.6147], [3.0132, -3.1485, 0.7636], [0.7254, -1.8305, 0.3889], [0.9576, -2.7053, -0.9791]], "forces_ev_per_a": [[-0.319, 0.266, -0.037], [-0.027, -0.040, -0.010], [0.102, 0.042, -0.007], [0.140, 0.002, 0.037], [-0.071, 0.278, -0.006], [-0.043, -0.118, -0.034], [0.048, 0.080, 0.031], [0.048, -0.203, 0.031], [-0.072, -0.072, -0.010], [-0.217, 0.175, 0.062], [0.064, 0.055, -0.014], [0.136, 0.009, 0.014], [0.008, 0.124, -0.056], [-0.203, -0.073, -0.003], [0.036, 0.082, -0.036], [-0.015, -0.063, 0.051], [-0.008, 0.041, -0.027], [-0.035, -0.070, 0.021], [0.160, 0.044, -0.021], [0.218, -0.188, -0.024], [0.012, 0.105, -0.016], [-0.068, -0.017, 0.035], [0.111, -0.090, -0.050], [0.009, 0.064, 0.033], [-0.090, -0.039, -0.027], [-0.038, 0.005, -0.023], [-0.018, -0.006, 0.004], [0.000, -0.025, 0.007], [0.021, 0.004, 0.012], [-0.007, -0.019, 0.007], [0.021, 0.008, 0.002], [-0.015, 0.033, -0.019], [0.004, -0.005, 0.002], [-0.014, -0.010, 0.010], [-0.017, -0.001, -0.009], [-0.009, 0.032, -0.005], [0.001, 0.009, 0.009], [-0.042, 0.075, -0.035], [-0.027, -0.064, 0.021], [0.119, 0.004, 0.147], [-0.079, -0.072, -0.073], [0.079, 0.021, -0.040], [0.231, 0.064, 0.014], [0.011, 0.016, -0.009], [0.009, -0.020, 0.005], [0.004, -0.015, 0.009], [-0.057, -0.044, 0.005], [-0.014, -0.368, 0.046], [-0.088, -0.014, -0.025]]}


| no. | E (Ha) |
| --- | --- |
| 1 | -1766.94631 |
| 2 | -2532.54307 |
| 3 | -1257.92364 |
| 4 | -11191.36347 |
| 5 | -1489.29625 |